Record 1
Molecular formula: C8H16F9N2S
Method: DFT, ωB97M-V with the def2-TZVPD basis set

Geometry as XYZ:
```
36
Properties=species:S:1:pos:R:3:forces:R:3
F 3.360219 2.797499 0.384713 0.2 0.0 0.1
H -1.348207 -1.524330 -1.847398 -0.1 0.0 0.0
H -3.443951 0.546479 -1.601472 0.0 -0.1 0.1
H -2.988681 -1.573039 -2.433907 0.0 0.0 0.1
N -2.736357 -2.434896 -0.589964 -0.1 0.0 -0.1
F 1.448269 0.392290 -1.281478 0.1 0.1 -0.1
H -1.925656 -3.734368 0.667165 0.0 0.0 0.0
H -0.865072 -3.028165 -0.352308 0.0 0.0 0.0
C 0.421273 -0.079780 2.009692 -0.1 0.0 0.1
F 1.718718 3.745282 -0.653694 -0.1 0.3 -0.1
F 3.643226 0.703242 -0.928089 -0.1 0.1 -0.1
H -0.410223 0.572178 2.298423 0.1 -0.1 0.1
N -1.656607 -2.832277 0.268704 0.2 0.0 0.1
H -3.510088 -2.177747 0.017658 0.0 0.0 -0.1
H -2.060691 -1.336155 1.685893 0.1 -0.1 0.0
C 1.204498 2.042528 0.870405 0.2 -0.1 -0.2
F 2.853453 0.631144 -3.000244 -0.1 -0.1 0.1
S 2.527755 1.511861 -1.741905 0.1 -0.4 0.1
H 0.787400 -1.638957 0.559996 -0.1 0.0 0.1
H -1.729339 0.706758 -1.243766 -0.1 -0.1 0.0
F 3.589730 2.565293 -2.215532 0.1 0.1 0.0
H -0.389181 -0.424710 0.045513 0.1 -0.1 0.1
C -1.182536 -1.907559 1.376670 -0.1 0.1 0.1
C -2.610906 0.084664 -1.070745 0.0 0.0 0.0
H 0.694033 -0.656009 2.900133 0.0 0.0 -0.1
F 1.080269 3.053799 1.761710 -0.1 0.0 0.0
H 2.314644 0.198408 0.979249 -0.1 0.0 0.1
C -2.389621 -1.362940 -1.546496 0.1 0.1 0.0
H -0.872170 -2.546388 2.207718 0.0 0.0 -0.1
C -0.051589 -1.015908 0.899303 0.0 0.0 -0.1
C 2.185512 2.592394 -0.207046 0.0 -0.2 0.2
F 1.391079 2.228496 -2.562906 -0.1 0.0 0.0
H -2.834626 0.128498 -0.000137 0.0 0.0 -0.1
F -0.009093 1.905485 0.270314 -0.2 0.1 -0.1
C 1.620455 0.774190 1.593798 0.2 -0.1 0.1
H 2.174063 1.092739 2.480027 0.0 0.0 -0.1
```
Positions in Å, forces in eV/Å.

## Properties
HOMO-LUMO gap (eV): 11.368
Total charge: +1
LUMO level (eV): -3.2
Highest occupied orbital energy (eV): -14.525

Results of the Löwdin charge analysis, in e, for atoms 1 through 4:
1 F 0.149
2 H 0.117
3 H 0.085
4 H 0.121

Record 2
Molecular formula: C8H16FKO10P
Method: DFT, ωB97M-V with the def2-TZVPD basis set

Geometry as XYZ:
```
37
Properties=species:S:1:pos:R:3:forces:R:3
K 0.089468 -2.328219 -0.670120 0.7 -0.2 0.9
O 1.205058 -1.473489 3.047300 -0.4 -0.8 -0.1
O -3.950112 -1.478609 -2.385340 -1.5 -0.4 -4.1
P -0.299262 -1.642219 2.629450 0.0 1.6 0.4
F 2.686828 -3.374319 -0.804350 -0.5 0.4 -0.5
H 4.227278 4.353921 3.405840 -0.1 0.4 -0.2
C -3.315342 -1.333829 -3.664270 0.2 -0.3 0.4
H 2.486148 -0.050349 1.265430 -0.2 0.1 0.3
C -3.656942 0.013561 -4.263470 0.8 -0.4 0.2
H 1.465578 0.252181 -1.465830 -0.3 0.1 0.4
H -2.949002 -2.164909 1.160250 0.3 0.1 -0.3
O -0.908792 -1.535719 4.084520 0.2 -1.2 -0.4
O 3.515268 1.608721 0.721950 0.1 0.9 0.1
O -0.720142 -0.261989 2.010220 0.0 -2.1 -1.1
H 5.808378 3.684391 3.276060 -0.1 -0.8 0.1
C -3.366592 -1.136019 -1.298390 4.5 0.4 1.3
C 5.011628 4.132211 2.682140 -0.3 -1.4 1.1
H -4.734092 0.119111 -4.134290 0.1 0.6 0.0
H 1.441328 1.232861 0.821060 0.1 0.3 -0.1
C -3.714562 -1.410589 0.978520 0.3 0.3 1.2
C 3.535528 2.249871 1.897570 -1.2 -0.1 0.3
O -0.569402 -2.985009 1.823490 -0.1 2.5 0.8
O -4.201322 -1.432489 -0.392240 -1.8 -0.2 3.6
C 2.378838 0.754271 0.537990 -1.3 -2.7 0.8
C 2.330568 0.054971 -0.832580 1.5 1.4 -0.6
O 2.791858 2.030791 2.850220 2.6 1.4 -1.8
H -3.727892 -2.121499 -4.294730 0.0 -0.2 0.2
H 2.628908 -0.990849 -0.905800 -0.3 -0.4 0.7
H 3.150998 0.542951 -1.358760 0.2 0.1 -0.6
H -4.516082 -1.609939 1.689800 -0.5 -0.2 -0.7
O 4.507908 3.239781 1.665270 0.3 0.4 0.7
H -2.258962 -1.531799 -3.482720 0.1 0.3 -0.4
O -2.194452 -0.765839 -1.136050 -1.9 -0.3 -1.0
H -3.392262 0.046351 -5.320340 -0.1 -0.1 -0.1
H -3.026392 0.752101 -3.768420 -0.6 0.4 0.1
H -3.329312 -0.441899 1.296840 0.4 0.0 -0.6
H 5.569348 5.001531 2.333790 -0.9 0.1 -1.0
```
Positions in Å, forces in eV/Å.

## Properties
HOMO-LUMO gap (alpha / beta) (eV): 4.807 / 4.499
Total charge: -2
LUMO level (alpha / beta) (eV): 3.9 / 3.9
Spin multiplicity: 2
Highest occupied orbital energy (alpha / beta) (eV): -0.879 / -0.571

Results of the Löwdin charge analysis, in e, for atoms 1 through 4:
1 K 0.767
2 O -0.308
3 O 0.042
4 P -0.054

Record 3
Molecular formula: C8H16InO5
Method: DFT, ωB97M-V with the def2-TZVPD basis set

Geometry as XYZ:
```
30
Properties=species:S:1:pos:R:3:forces:R:3
H 4.221894 4.366039 3.070381 -1.1 -0.5 0.4
C 2.628264 2.497989 1.444791 -5.5 0.4 -1.8
O 1.505404 1.971009 1.360901 3.3 0.6 0.0
O 3.019924 3.455089 0.590481 -0.1 -0.1 -1.5
O 3.428294 2.411149 2.431201 1.8 -0.1 3.0
H 1.301794 1.034679 -5.879429 -0.2 0.0 0.4
C -8.184926 -6.699981 3.378861 0.8 0.2 -0.8
H -7.266326 -6.426711 3.898081 -0.1 0.1 0.3
H -8.499136 -4.839581 2.358111 -0.1 0.9 -0.1
C 2.079804 0.879979 -5.131859 1.2 -0.8 0.0
H 5.334804 3.087379 2.675181 -0.1 -0.1 0.0
H 3.377254 5.952429 1.107931 0.1 -0.1 0.1
C 4.296204 5.484739 0.754521 0.1 0.1 -0.9
H 5.173774 5.995809 1.150471 0.0 -0.3 0.5
C 4.356684 3.498129 2.424871 2.1 0.1 -1.8
H 3.115814 -0.785281 -4.115849 0.4 -0.2 0.5
H 4.395574 5.651219 -0.318099 -0.4 0.3 -0.1
O 1.107764 -1.138611 -4.019609 2.5 0.6 -1.6
H 3.022294 1.114299 -5.626749 0.1 0.2 -0.3
H 2.477304 -1.145691 -5.647929 -0.2 -0.9 -0.3
H -9.057706 -6.572671 4.019291 0.0 0.4 -0.1
O -7.167256 -5.829771 1.187661 -2.4 -0.1 1.9
H -9.207316 -6.162201 1.579121 -0.3 0.1 -0.9
H 5.083944 3.579129 0.278991 -0.1 -0.5 0.1
H 2.065114 1.572449 -4.290209 -0.6 -0.2 0.1
H -8.113276 -7.773401 3.203491 0.0 0.0 -0.4
C -8.277916 -5.866001 2.065521 2.1 -1.5 0.0
C 4.302714 3.985759 0.921211 -0.2 0.0 2.0
C 2.232934 -0.610061 -4.730609 -3.4 1.3 1.3
In -2.753686 -2.687311 -0.140739 0.0 0.0 0.0
```
Positions in Å, forces in eV/Å.

## Properties
HOMO-LUMO gap (eV): 1.246
Total charge: +1
LUMO level (eV): -8.2
Highest occupied orbital energy (eV): -9.458

Results of the Löwdin charge analysis, in e, for atoms 1 through 4:
1 H 0.134
2 C -0.593
3 O 0.089
4 O 0.076

Record 4
Molecular formula: C8H16N2
Method: DFT, ωB97M-V with the def2-TZVPD basis set

Geometry as XYZ:
```
26
Properties=species:S:1:pos:R:3:forces:R:3
H -2.594070 2.488177 1.771693 0.0 -0.4 0.1
H -1.055972 -1.834776 3.056153 0.0 0.3 -0.4
H -4.089082 2.346339 2.690100 0.1 0.0 0.4
H 1.099927 -1.331076 -0.948507 0.2 0.1 -0.3
H -4.767332 -0.814673 1.323319 0.2 -0.4 -0.1
H -4.121610 1.995064 1.033292 0.2 -0.2 -0.2
H -3.220962 -2.721456 1.840777 0.6 -0.1 0.3
C -3.488966 1.877572 1.914086 -0.7 -0.2 0.2
C -3.190662 0.421567 2.205394 1.6 0.0 -1.6
H 1.699484 1.124816 -1.796165 -0.1 0.1 -0.1
H 3.842490 1.229866 -0.476321 0.0 0.3 0.2
N -1.936564 0.072731 2.683725 0.2 0.2 0.3
C 1.943258 -0.676597 -0.678874 -0.1 -1.9 0.3
C 3.820700 0.849966 -1.489516 -2.2 -0.2 -0.1
C -1.828194 -1.221684 2.594887 -0.4 -0.7 1.2
H 2.836348 0.410359 -3.817682 0.2 -0.2 -0.4
C -3.766518 -0.721922 1.721556 -1.2 0.4 1.2
C 2.354969 0.256013 -1.783719 1.8 0.5 0.8
H 1.643114 -0.345737 0.316354 0.2 1.0 -0.2
H 2.812182 -1.323992 -0.481418 -0.3 -0.2 -0.1
H 2.856459 -1.320332 -3.307168 0.1 0.5 0.3
H 1.321410 -0.463933 -3.572778 0.8 0.0 0.4
C 2.369566 -0.338051 -3.185603 -1.4 -0.2 -0.3
H 3.783718 1.680792 -2.190527 1.2 0.1 0.0
H 4.662160 0.151514 -1.565749 -0.4 0.1 -0.5
N -2.985856 -1.790536 2.142679 -0.6 1.0 -1.4
```
Positions in Å, forces in eV/Å.

## Properties
HOMO-LUMO gap (eV): 9.522
Total charge: 0
LUMO level (eV): 0.8
Highest occupied orbital energy (eV): -8.683

Results of the Löwdin charge analysis, in e, for atoms 1 through 4:
1 H 0.074
2 H 0.116
3 H 0.063
4 H 0.073